1.
Formula: C22H23F3N4O4S
Source: the Open Molecules 2025 dataset
Level of theory: the ωB97M-V functional and the def2-TZVPD basis

```
57
Properties=species:S:1:pos:R:3:forces:R:3
C -2.4239 4.4721 1.9756 0.1267 -0.3711 -0.1710
C -1.5385 3.2286 1.9216 0.2072 0.4402 0.2724
C -0.9412 2.9195 3.2908 -0.1227 -0.0570 -0.4503
O -2.3009 2.0800 1.5553 -0.0938 -0.1352 0.1107
C -2.6093 1.8492 0.2570 -0.1703 -0.1484 -0.3491
C -2.2347 2.6413 -0.8266 -0.0130 0.0462 0.3620
C -2.5604 2.2492 -2.1149 -0.0459 -0.1243 -0.0343
C -3.2422 1.0723 -2.3480 -0.0285 -0.1597 0.0192
C -3.6168 0.2693 -1.2702 0.0765 0.5870 0.0088
C -4.3756 -0.9690 -1.5667 0.0769 -0.1190 -0.0593
O -5.1614 -1.0558 -2.4820 -0.0232 0.0915 -0.0413
N -4.1826 -2.0723 -0.7467 -0.2380 -0.2591 -0.4365
C -3.3592 -2.3116 0.3403 0.4116 -0.2754 0.5013
S -4.0368 -2.9881 1.6859 -0.4067 -0.2182 0.3021
N -2.0399 -2.0502 0.2461 -0.4526 -0.0106 -0.1120
C -1.2997 -1.8382 -0.9744 0.3113 0.1970 -0.5054
C -0.3640 -0.6209 -0.8724 -0.3965 -0.0577 -0.2721
N 0.4550 -0.7354 0.3101 -0.1116 -0.1044 0.0102
C 1.7970 -0.5439 0.3087 0.3920 0.2528 -0.3183
C 2.6355 -1.2715 1.1810 0.0211 0.0815 0.0162
C 3.9998 -1.2381 1.0587 0.0171 0.2196 -0.2143
C 4.6051 -0.4710 0.0561 0.0168 0.1040 -0.0557
C 6.0986 -0.5088 -0.0800 0.1347 -0.0661 -0.0043
F 6.5347 -1.7193 -0.4800 -0.0843 -0.1735 -0.0317
F 6.5726 0.3777 -0.9607 -0.1262 0.2033 -0.1852
F 6.7185 -0.2632 1.0886 -0.0693 0.0311 0.2175
C 3.8261 0.3129 -0.7665 0.0956 -0.1129 0.0880
C 2.4417 0.3164 -0.6132 0.5647 -0.8851 0.7031
N 1.7339 1.3522 -1.3019 -0.3692 0.4519 -0.0894
O 2.1914 1.7641 -2.3468 0.0278 0.0995 -0.3041
O 0.7411 1.8100 -0.7594 0.0120 0.2647 -0.0162
C -0.3130 -0.9507 1.5165 -0.1407 -0.2340 0.1298
C -1.1713 -2.2064 1.3899 0.1899 0.2512 0.5300
C -3.3282 0.6726 0.0246 -0.0434 0.1928 -0.0547
H -2.9105 4.6462 1.0190 -0.0491 0.0736 -0.0633
H -1.8255 5.3429 2.2283 0.0519 0.1141 0.0189
H -3.1940 4.3398 2.7320 -0.0698 -0.0021 0.0838
H -0.7242 3.3654 1.1972 -0.1088 -0.0443 0.0644
H -1.7365 2.6924 3.9958 -0.0855 -0.0006 0.0970
H -0.2753 2.0625 3.2285 0.0792 -0.0763 0.0220
H -0.3793 3.7760 3.6511 0.0708 0.0897 0.0587
H -1.6825 3.5547 -0.6856 0.0838 0.0879 0.0564
H -2.2677 2.8747 -2.9439 0.0531 0.0527 -0.0763
H -3.4955 0.7588 -3.3483 -0.0462 -0.0160 -0.1000
H -4.9576 -2.7261 -0.8075 0.1574 0.1733 0.0878
H -0.6863 -2.7324 -1.1580 -0.0923 0.0510 -0.0202
H -1.9751 -1.7027 -1.8173 0.1092 -0.0576 0.0658
H -0.9451 0.3064 -0.8555 0.0962 -0.1901 -0.1045
H 0.2691 -0.6195 -1.7622 -0.0423 0.0161 0.0568
H 2.1947 -1.9099 1.9292 -0.0927 -0.1001 0.0257
H 4.6179 -1.8245 1.7209 0.0280 -0.0856 0.0869
H 4.2668 0.9629 -1.5082 0.0157 -0.0028 0.0133
H -0.9743 -0.0862 1.6585 0.0402 -0.0317 0.1152
H 0.3461 -1.0237 2.3790 -0.0313 0.0131 -0.0212
H -0.5368 -3.0905 1.2529 -0.0529 0.0078 0.0043
H -1.7836 -2.3460 2.2818 0.1478 0.0072 -0.1594
H -3.6565 0.1038 0.8808 -0.0083 -0.0817 0.1220
```
Forces are in eV/Å.

Computed properties:
E: -56323.84905 eV
Highest occupied orbital energy: -0.316 Ha
Structure (SMILES): CC(C)Oc1cccc(C(=O)NC(=S)N2CCN(c3ccc(C(F)(F)F)cc3[N+](=O)[O-])CC2)c1

2.
Formula: C22H23FN4O3S
Source: the Open Molecules 2025 dataset
Level of theory: the ωB97M-V functional and the def2-TZVPD basis

```
54
Properties=species:S:1:pos:R:3:forces:R:3
C -5.2433 -3.0700 -1.8075 2.5319 -1.7565 -5.0251
C -5.4900 -2.0523 -0.8417 -4.7069 -1.2097 -0.2375
O -6.5850 -1.8970 -0.3522 -2.7359 -1.0136 0.4576
N -4.6017 -1.2069 -0.5249 4.5326 -3.0611 -3.6446
C -3.2817 -1.4096 -1.1692 0.3906 3.8400 10.1836
H -2.8187 -2.1694 -0.5256 0.3296 -0.6944 -1.5703
C -2.6506 -0.0628 -0.5544 3.4349 2.7451 -11.4692
H -1.5876 0.0383 -1.2909 -2.2064 -0.4087 2.4694
H -3.1465 0.9215 -1.2805 0.8318 -2.8748 2.7199
C -2.4156 0.3013 0.7842 -2.1970 0.2089 4.6585
C -3.7574 0.0012 1.5323 2.7220 -12.2024 -6.1289
H -4.0166 0.5449 2.2623 -1.9718 4.3881 5.1424
C -4.8741 -0.4091 0.4623 -1.3521 11.1614 6.2780
H -5.7776 -0.4682 1.1324 0.8308 -1.2077 -1.5110
H -5.0885 0.7582 0.0428 0.0916 -2.5263 0.5621
H -3.5769 -1.2382 2.0094 -0.2976 3.3921 -0.7134
C -1.1379 -0.4264 1.4252 -1.4191 14.2618 4.4756
C 0.0091 0.3722 0.8985 6.1571 2.3406 -4.1708
N 1.3053 0.0043 0.5930 -7.4312 -2.3814 3.4082
N 1.4656 -1.3257 1.0802 12.2111 8.2606 -7.2417
C 2.7210 -1.8475 0.6765 -2.0741 -2.0646 4.1186
N 3.4839 -0.8099 0.4298 11.9348 -10.5976 2.2933
C 4.9415 -0.8067 0.0093 -0.8894 -2.7027 1.5342
C 5.7230 -1.9785 0.2175 3.3678 6.7703 -5.4237
C 7.1177 -1.7517 -0.5495 -3.7554 -14.7004 7.0489
C 7.7318 -0.7008 -0.7644 4.0306 1.0233 -1.5205
C 6.8431 0.2083 -0.8554 -3.5535 15.1932 -1.6954
C 5.5448 0.4397 -0.5332 -0.8229 -8.7410 2.5373
F 4.6162 1.3337 -0.4808 -0.2065 3.7823 -1.0970
H 7.2444 1.3039 -1.1257 -0.3815 -1.9512 0.1315
H 8.7005 -0.5402 -1.0761 1.9618 -0.0084 -0.4429
H 7.7214 -2.8177 -0.3556 -1.3061 2.6846 -1.0481
H 5.4173 -2.9262 0.4110 -0.8821 -2.3149 0.8057
H 3.1022 -0.1406 0.1198 -6.7617 11.9003 -4.7833
S 3.0437 -3.4826 1.1496 -0.2881 1.7688 -1.1102
H 0.8682 -1.8280 1.3932 -9.6081 -7.8075 4.7014
C -0.0750 1.8411 0.3246 -6.3321 -2.5383 6.7668
C 0.9870 2.6320 0.3628 4.3217 0.9707 -4.8203
C 0.8322 4.0121 -0.1144 -0.1212 1.5163 1.8890
C -0.5119 4.6996 0.1471 7.0533 -4.4654 -1.2884
C -1.4021 3.7367 0.5900 -6.7657 8.1865 -0.5796
C -1.4931 2.5164 0.8823 6.6117 -7.8876 -3.2612
O -2.5692 1.7149 1.0382 1.3250 1.2218 -0.1723
H -2.5007 4.1245 0.5939 1.4796 0.1748 0.3124
H -0.5944 5.6932 -0.1876 -0.8004 0.9119 0.0141
O 2.0490 4.6810 -0.5342 -4.4718 0.8893 0.6847
H 2.7730 4.0980 -0.5597 1.1499 -1.5780 0.0875
H 2.0816 1.9884 0.0168 -3.1326 2.4133 1.5244
H -1.1322 -1.2404 1.0413 -0.0050 -10.8152 -3.3408
H -1.3098 -0.0789 2.5116 0.6739 -1.8763 -1.1949
H -3.3068 -1.3314 -2.1478 0.2039 -0.3075 -4.5121
H -6.1221 -3.6890 -2.0665 0.5008 0.5149 0.5322
H -4.8986 -2.5237 -2.9429 -0.9278 -1.6738 3.3355
H -4.3582 -3.7361 -1.4972 -1.2749 0.8464 -0.6694
```
Forces are in eV/Å.

Computed properties:
E: -48821.64174 eV
Highest occupied orbital energy: -0.296 Ha

3.
Formula: C22H23N3O4
Source: the Open Molecules 2025 dataset
Level of theory: the ωB97M-V functional and the def2-TZVPD basis

```
52
Properties=species:S:1:pos:R:3:forces:R:3
C -5.7152 -1.1827 -0.3882 0.1574 0.0766 -0.2429
C -4.4494 -1.0231 -1.2317 -0.2521 -0.0325 -0.1211
C -3.6054 -2.2971 -1.3276 -0.1329 0.0576 0.1265
C -3.2277 -2.9502 0.0111 0.0157 0.0421 -0.2574
C -2.2337 -2.1586 0.8163 -0.0184 -0.1651 0.1725
C -0.8900 -2.1521 0.4549 -0.0370 0.0206 0.0120
C 0.0413 -1.4572 1.2045 0.0751 -0.0596 0.0490
C -0.3581 -0.7450 2.3231 0.0187 -0.0301 0.0919
C -1.6929 -0.7324 2.6866 0.0292 0.0600 0.0750
C -2.6214 -1.4399 1.9422 -0.0076 -0.0872 -0.0122
N -3.6426 0.0786 -0.7370 0.1558 -0.3253 0.0386
C -3.9567 1.3590 -0.9820 0.7291 0.1613 0.2436
O -4.9224 1.7180 -1.6205 -0.3778 0.2116 -0.1586
C -2.9762 2.3622 -0.3697 -0.5067 0.3735 0.1326
O -1.6412 1.8883 -0.4878 0.0860 -0.1952 -0.1907
C -0.8079 2.1018 0.5437 -0.0957 0.1437 0.3718
O -1.1440 2.6256 1.5773 0.0923 -0.0169 -0.1254
C 0.5588 1.6137 0.2573 0.2873 0.0083 -0.1572
C 0.8682 0.9188 -0.9086 -0.0690 0.2717 0.2933
C 2.1520 0.4654 -1.1358 0.1573 -0.1347 -0.1651
C 3.1494 0.7059 -0.1931 -0.4503 0.0634 -0.0754
N 4.4707 0.2798 -0.3595 0.2120 0.1875 0.3227
C 4.9877 -0.5090 -1.3375 0.2614 0.0008 0.1846
O 4.3771 -0.9815 -2.2629 0.0045 -0.0743 -0.2041
C 6.5043 -0.7366 -1.1881 -0.2449 -0.0911 -0.8404
C 6.9348 -0.7828 0.1800 0.2760 -0.0494 0.2889
N 7.2386 -0.7995 1.2828 0.1067 0.0309 0.4764
C 2.8439 1.4106 0.9726 0.0430 -0.0894 -0.0682
C 1.5609 1.8585 1.1948 -0.2096 -0.0002 -0.1706
H -5.4747 -1.3020 0.6642 0.0136 -0.0574 0.1284
H -6.2851 -2.0445 -0.7251 -0.1290 -0.1314 -0.0001
H -6.3277 -0.2921 -0.5003 -0.0702 0.0506 0.0176
H -4.7625 -0.7406 -2.2456 0.0749 -0.0763 0.1512
H -2.6936 -2.0660 -1.8831 0.0101 -0.0402 -0.0837
H -4.1731 -3.0250 -1.9107 0.0127 0.0130 -0.0499
H -4.1282 -3.1239 0.5998 0.0008 -0.0768 0.0320
H -2.7878 -3.9253 -0.2142 -0.0729 -0.0155 0.0631
H -0.5700 -2.7114 -0.4128 0.0364 -0.0829 -0.1116
H 1.0830 -1.4774 0.9202 0.1014 0.0259 -0.0354
H 0.3686 -0.2054 2.9106 0.0632 0.0649 0.0484
H -2.0108 -0.1762 3.5554 -0.0305 0.0611 0.0784
H -3.6585 -1.4402 2.2468 -0.1135 -0.0113 0.0017
H -2.8552 -0.1453 -0.1472 -0.0064 0.1996 -0.0995
H -3.2158 2.5231 0.6892 -0.0013 -0.0379 -0.2241
H -3.0708 3.3141 -0.9011 -0.0098 -0.2019 0.0534
H 0.0955 0.7319 -1.6368 -0.0519 -0.0335 -0.0682
H 2.3861 -0.0781 -2.0357 0.0001 0.0021 -0.0052
H 5.0953 0.5584 0.3882 -0.0770 -0.1228 -0.1677
H 7.0193 0.0816 -1.7023 -0.0270 -0.1041 -0.0042
H 6.7599 -1.6712 -1.6934 -0.0918 0.1511 0.0107
H 3.6195 1.5996 1.7014 0.0744 0.0287 0.0863
H 1.3098 2.4035 2.0918 -0.0116 0.0365 0.0882
```
Forces are in eV/Å.

Computed properties:
E: -35849.24692 eV
Highest occupied orbital energy: -0.333 Ha
Structure (SMILES): C[C@H](CCc1ccccc1)NC(=O)COC(=O)c1ccc(NC(=O)CC#N)cc1

4.
Formula: C22H23N3O5S2
Source: the Open Molecules 2025 dataset
Level of theory: the ωB97M-V functional and the def2-TZVPD basis

```
55
Properties=species:S:1:pos:R:3:forces:R:3
C -4.1695 -2.4757 -1.2070 -0.1923 -0.3516 -0.3480
N -4.0198 -1.3991 -0.2568 -0.2488 0.9695 -0.3353
C -2.9801 -1.4554 0.6978 0.6221 -0.1128 0.7456
C -3.2477 -1.0231 1.9908 0.0970 -0.0914 0.0618
C -2.2366 -1.0200 2.9367 -0.1258 -0.0193 -0.0039
C -0.9506 -1.4023 2.5989 0.1428 -0.0597 -0.2527
C -0.6766 -1.8027 1.2956 -0.3616 0.0379 0.0740
N 0.6364 -2.0810 0.8836 0.0246 -0.3253 0.2354
C 1.1565 -1.4612 -0.2241 -0.2228 -0.2846 -0.2187
O 0.4816 -0.8269 -1.0124 0.0569 -0.0995 -0.0422
C 2.6071 -1.7157 -0.4268 0.3642 -0.0582 -0.2609
C 3.1145 -3.0052 -0.3259 -0.1262 0.1671 0.0064
C 4.4388 -3.2648 -0.6278 0.1535 0.0136 -0.0249
C 5.2644 -2.2271 -1.0279 -0.0243 -0.1734 -0.0027
C 4.7794 -0.9346 -1.1064 -0.2199 0.2457 0.0130
C 3.4475 -0.6617 -0.8048 0.1154 -0.8808 0.1691
N 2.9136 0.6319 -0.8263 -0.4317 0.5581 0.8814
C 3.5273 1.6307 -1.6719 0.1553 0.4006 -0.1377
S 2.4887 1.2573 0.6986 0.3465 0.2791 -0.0343
O 3.5699 2.0926 1.1433 -0.1577 0.2240 -0.1949
O 2.1150 0.1579 1.5419 -0.2152 0.1138 -0.1255
C 1.0692 2.2927 0.3801 0.5148 -0.3194 0.0217
C -0.2041 1.7814 0.5317 -0.1372 -0.1626 0.0551
C -1.2980 2.6050 0.3134 0.0809 -0.0081 0.0410
C -1.0973 3.9261 -0.0571 0.0162 0.0036 -0.0051
C 0.1859 4.4345 -0.1921 0.0444 -0.0154 -0.0238
C 1.2794 3.6152 0.0348 0.1324 0.1633 -0.0087
C -1.6993 -1.8677 0.3578 -0.1759 -0.0442 0.0459
S -4.2046 0.1245 -0.9198 0.0290 0.3237 -0.5021
C -2.7827 0.3691 -2.0218 -0.6923 -0.2401 0.5995
O -5.3933 0.1029 -1.7190 0.0788 -0.2311 -0.1983
O -4.1249 1.0824 0.1427 0.2135 -0.0881 0.1646
H -3.2987 -2.6127 -1.8559 0.0083 -0.0296 -0.0005
H -5.0352 -2.2274 -1.8174 0.0293 -0.2332 -0.0642
H -4.3598 -3.4022 -0.6662 0.0183 0.0347 -0.0120
H -4.2405 -0.6828 2.2319 -0.1195 0.0241 0.0406
H -2.4485 -0.6962 3.9441 -0.0196 0.0359 0.0882
H -0.1503 -1.3579 3.3219 0.0954 0.0389 0.0976
H 1.3015 -2.2637 1.6226 -0.0229 0.0543 -0.1238
H 2.4549 -3.8110 -0.0379 -0.0632 -0.0583 0.0156
H 4.8241 -4.2704 -0.5567 0.0261 -0.0846 -0.0046
H 6.2992 -2.4216 -1.2675 0.0784 -0.0076 -0.0189
H 5.4411 -0.1319 -1.3909 0.0628 0.1080 -0.0066
H 3.8268 1.1708 -2.6117 -0.0797 -0.0116 0.0242
H 2.7764 2.3934 -1.8775 0.1056 0.0717 -0.1348
H 4.3893 2.1014 -1.1892 0.0186 -0.0156 -0.1557
H -0.3299 0.7553 0.8318 -0.1094 -0.1299 0.0255
H -2.2985 2.2167 0.4359 -0.0097 -0.0166 0.0323
H -1.9493 4.5669 -0.2277 -0.0818 0.0668 -0.0144
H 0.3361 5.4685 -0.4641 0.0221 0.0751 -0.0099
H 2.2892 3.9899 -0.0231 0.0821 0.1142 -0.0260
H -1.4728 -2.2095 -0.6382 -0.0079 0.0037 -0.0895
H -2.9330 -0.2471 -2.8981 -0.0071 -0.1365 -0.1475
H -2.7795 1.4158 -2.2951 -0.0697 0.2076 -0.0233
H -1.8656 0.1132 -1.5043 0.1869 -0.0456 0.1127
```
Forces are in eV/Å.

Computed properties:
E: -59565.36257 eV
Highest occupied orbital energy: -0.325 Ha
Structure (SMILES): CN(c1cccc(NC(=O)c2ccccc2N(C)S(=O)(=O)c2ccccc2)c1)S(C)(=O)=O

5.
Formula: C22H23N6OPtS
Source: the Open Molecules 2025 dataset
Level of theory: the ωB97M-V functional and the def2-TZVPD basis

```
54
Properties=species:S:1:pos:R:3:forces:R:3
Pt 1.0095 0.6290 -1.1950 -0.6860 0.6262 -0.2557
C -2.2033 3.1705 1.8837 0.0310 -0.0621 -0.0044
N -1.3945 2.0535 2.3654 -0.1461 0.2311 -0.0442
C -1.5887 1.3932 3.5612 -0.0255 0.1135 -0.0650
C -0.6640 0.4289 3.6331 0.1135 -0.0178 -0.0548
N 0.1145 0.5087 2.4803 0.0489 -0.2156 -0.0768
C -0.3504 1.5278 1.6956 -0.0719 -0.2380 0.1507
S 0.1335 2.2507 0.2142 0.2557 -0.3095 -0.3718
C 1.1837 -0.4088 2.2126 -0.2483 0.0728 0.0240
C 1.2471 -1.6218 2.8843 -0.0471 -0.0189 0.0655
C 2.3164 -2.4510 2.6070 0.0741 0.0152 0.0007
C 3.2585 -2.0596 1.6649 -0.0701 -0.0334 -0.0079
C 3.0827 -0.8393 1.0442 0.0536 0.0214 0.0086
N 2.0658 -0.0200 1.3243 0.4619 0.1356 0.2864
H -2.9408 3.4057 2.6450 -0.0028 -0.0074 0.0008
H -2.6985 2.8950 0.9549 -0.0038 -0.0278 -0.0022
H -1.5743 4.0380 1.6987 0.0076 0.0155 0.0478
H -2.3572 1.6778 4.2566 -0.0152 0.0174 -0.0250
H -0.4704 -0.2779 4.4157 0.0244 -0.0191 -0.0201
H 0.4877 -1.9296 3.5860 -0.0256 -0.0171 -0.0378
H 2.4051 -3.4016 3.1160 0.0012 0.0039 -0.0060
H 4.1047 -2.6836 1.4162 -0.0023 -0.0039 0.0063
H 3.7831 -0.4785 0.2995 0.0038 -0.0042 -0.0012
C -2.8385 0.1661 -5.0678 -0.0053 0.0231 -0.0048
C -2.7283 -1.1069 -4.5304 0.0542 -0.0016 0.0679
C -1.9519 -1.3314 -3.4022 0.0030 -0.0691 -0.1137
C -1.2630 -0.2784 -2.8045 -0.0849 0.1239 0.4794
C -1.3534 0.9936 -3.3603 -0.0716 0.1265 0.0166
C -2.1435 1.2126 -4.4767 -0.0001 -0.0072 -0.0153
N -0.4492 -0.5187 -1.6563 0.3341 -0.7782 -0.3014
C -0.8645 -1.5540 -0.7694 -0.0514 0.4379 -0.0375
C -2.1933 -1.6459 -0.3512 -0.0186 0.0239 0.1530
C -2.5663 -2.6112 0.5693 0.0305 0.0309 -0.0433
C -1.6248 -3.5102 1.0616 0.0081 -0.0034 -0.0008
C -0.3108 -3.4361 0.6244 -0.0145 0.0245 -0.0079
C 0.0728 -2.4534 -0.2789 0.0143 -0.1798 -0.0583
H -3.4550 0.3408 -5.9389 0.0161 0.0007 -0.0069
H -3.2463 -1.9381 -4.9907 -0.0025 -0.0004 0.0090
H -1.8558 -2.3313 -3.0013 -0.0443 -0.0081 -0.0024
H -0.8105 1.8113 -2.9033 -0.0138 0.0172 -0.0177
H -2.2175 2.2115 -4.8868 0.0102 -0.0028 -0.0022
H -2.9208 -0.9497 -0.7487 -0.0145 -0.0081 0.0053
H -3.5965 -2.6720 0.8955 0.0007 0.0007 0.0046
H -1.9215 -4.2735 1.7690 -0.0058 -0.0180 -0.0256
H 0.4183 -4.1560 0.9741 -0.0017 0.0086 0.0072
H 1.0888 -2.4024 -0.6541 -0.0100 -0.0017 0.0282
N 3.4710 2.4860 0.4980 -0.0598 0.0126 0.1576
C 3.4722 2.5047 -0.8395 0.0898 -0.0588 -0.2031
N 4.2320 3.4135 -1.4758 0.0302 0.0418 -0.0131
O 2.8236 1.6802 -1.5274 -0.0054 0.0416 0.3412
H 3.9072 3.2170 1.0307 -0.0203 0.0154 -0.0079
H 2.7878 1.8835 0.9463 0.0931 -0.0354 -0.0364
H 4.8296 4.0559 -0.9891 0.0165 -0.0248 -0.0100
H 4.2579 3.3854 -2.4800 -0.0075 -0.0096 0.0204
```
Forces are in eV/Å.

Computed properties:
Total charge: +1
E: -48252.93083 eV
Highest occupied orbital energy (alpha / beta): -0.357 / -0.357 Ha